This record from the OMol25 dataset describes an isolated ion of composition C3H7N2O and charge +1 at a distorted geometry. The level of theory is wB97M-V/def2-TZVPD.

Structure (XYZ):
```
13
Properties=species:S:1:pos:R:3:forces:R:3
C -2.187 -0.003 -0.134 -0.007 -1.706 -2.050
N -1.282 0.807 0.093 -1.126 0.083 0.437
C -0.424 1.695 0.270 1.760 2.468 -0.951
O 0.856 1.475 0.095 0.213 1.209 0.865
C 1.416 0.236 -0.350 0.863 -1.058 -0.202
N 1.077 -0.896 0.489 -0.809 -0.455 -2.699
H -2.449 -0.842 0.493 -0.226 0.417 1.028
H -2.561 -0.156 -1.177 0.157 0.703 0.707
H -0.644 2.856 0.365 0.084 -2.722 0.404
H 2.505 0.305 -0.550 -0.457 1.055 0.952
H 1.073 0.128 -1.353 -0.929 -0.570 -0.750
H 1.747 -1.051 1.186 1.138 0.151 1.419
H 1.251 -1.692 -0.165 -0.658 0.427 0.840
```
Positions in Å, forces in eV/Å.

Output
SMILES string: C=[N+]=COCN
HOMO energy, eV: -14.66
LUMO, eV: -5.09
Net charge: +1
Energy above the lowest of the compared OMol25 structures with the same formula, charge and spin, kcal/mol: 72.92
HOMO-LUMO gap, eV: 9.571

=====

This record from the OMol25 dataset describes C8H20As5F30HgNO as an isolated structure at a distorted geometry. The level of theory is wB97M-V/def2-TZVPD.

Structure (XYZ):
```
66
Properties=species:S:1:pos:R:3:forces:R:3
Hg 0.095 -1.725 -0.530 -0.210 0.878 -0.460
C -2.453 2.798 3.003 0.154 -0.048 -0.043
C -1.766 2.488 1.655 0.924 -0.079 0.439
N -0.377 3.203 1.404 -0.633 0.220 -0.548
C -0.571 4.704 1.557 0.148 -0.645 -0.090
C 0.631 2.584 2.418 -0.800 1.578 0.285
C 2.085 3.058 2.328 0.070 0.010 -0.731
C 0.109 3.070 -0.059 0.599 -1.186 -0.004
C 0.498 1.606 -0.602 -1.262 1.534 0.435
O -0.662 0.793 -0.807 0.450 -0.070 0.752
C -1.455 1.234 -1.926 -0.034 0.338 0.386
H -1.813 2.725 3.883 0.172 -0.118 -0.173
H -3.233 2.053 3.155 0.109 -0.227 -0.213
H -2.978 3.751 3.073 0.213 0.226 -0.379
H -2.460 2.710 0.844 0.411 0.137 -0.223
H -1.484 1.437 1.598 -0.391 -0.054 -0.085
H -0.857 5.025 2.559 0.483 -0.409 0.162
H -1.408 5.011 0.931 0.145 -0.196 -0.256
H 0.352 5.153 1.190 -0.200 0.294 0.362
H 0.441 1.512 2.373 0.527 0.005 0.015
H 0.176 3.011 3.312 0.350 -0.592 0.465
H 2.723 2.665 3.118 -0.408 -0.626 -0.032
H 2.249 4.131 2.436 -0.641 0.279 -0.078
H 2.540 2.779 1.377 0.080 -0.231 0.140
H 1.031 3.649 -0.118 0.099 -0.044 0.232
H -0.609 3.659 -0.630 -0.133 -0.579 -0.238
H 1.219 1.173 0.092 -0.451 -0.486 0.366
H 1.102 1.703 -1.504 -0.286 0.316 -0.411
H -0.931 0.919 -2.828 -0.339 0.497 -0.171
H -1.653 2.296 -1.779 0.733 0.492 -0.626
H -2.497 0.914 -1.903 0.433 -1.260 0.296
As -2.288 -2.002 1.763 -0.594 0.188 -0.218
F -1.570 -3.441 2.519 -0.565 2.023 -0.910
F -1.838 -2.618 0.095 -1.131 -0.207 1.794
F -2.987 -0.585 0.827 0.785 -1.366 1.656
F -2.524 -1.195 3.371 0.236 -0.784 -2.072
F -0.650 -1.114 1.613 -1.347 -0.604 0.701
F -3.874 -2.780 1.776 1.568 0.902 -0.025
As -2.543 -2.059 -3.526 -1.316 -2.613 0.953
F -2.596 -0.367 -4.097 0.436 -1.662 -0.009
F -1.204 -1.682 -2.353 -0.489 0.251 -1.562
F -2.515 -3.748 -2.821 -0.039 2.378 -0.816
F -4.004 -2.556 -4.422 1.406 0.840 0.218
F -1.401 -2.657 -4.805 -1.627 1.469 1.692
F -3.638 -1.498 -2.186 1.046 -0.499 -1.268
As 3.157 -1.225 1.940 2.955 -0.629 1.267
F 1.858 -0.631 3.038 0.879 -0.950 -1.255
F 3.216 -2.909 2.627 -0.665 2.625 -0.965
F 4.553 -1.671 0.871 -1.979 0.431 1.232
F 3.219 0.385 1.241 -0.414 -0.245 0.029
F 4.353 -0.623 3.193 -1.336 -0.847 -1.209
F 1.982 -1.649 0.627 1.231 0.069 1.426
As 0.744 -5.550 -0.927 -0.039 -1.896 0.715
F 2.277 -5.570 -1.855 -1.552 0.503 0.920
F 0.781 -3.746 -0.852 0.548 -1.441 0.081
F -0.734 -5.610 0.159 1.745 0.487 -1.680
F 0.707 -7.293 -1.074 -0.195 0.573 0.069
F 1.709 -5.728 0.626 -1.069 0.710 -2.021
F -0.225 -5.370 -2.418 1.049 -0.146 1.754
As 2.598 -0.690 -3.569 0.257 -0.083 0.374
F 1.495 -0.911 -2.141 0.726 0.185 -0.288
F 1.994 1.066 -3.473 0.592 -1.668 -0.649
F 3.601 -0.535 -5.005 -0.881 0.220 0.892
F 3.223 -2.365 -3.272 -1.266 2.162 -0.700
F 1.162 -1.080 -4.563 1.857 0.229 0.999
F 3.923 -0.082 -2.546 -1.123 -0.561 -0.700
```
Positions in Å, forces in eV/Å.

Output
HOMO energy, eV: -7.06
LUMO, eV: 2.61
Net charge: -2
Energy above the lowest of the compared OMol25 structures with the same formula, charge and spin, kcal/mol: 69.84
HOMO-LUMO gap, eV: 9.674

=====

This record from the OMol25 dataset describes one molecule with the formula C7H11F at a distorted geometry. The level of theory is wB97M-V/def2-TZVPD.

Structure (XYZ):
```
19
Properties=species:S:1:pos:R:3:forces:R:3
C -0.281 -1.682 -0.042 -0.015 0.189 0.170
C -1.243 -0.491 0.140 -0.034 -0.190 -0.157
C 1.153 -1.343 0.388 0.196 -0.318 -0.155
C 0.583 0.618 -1.188 0.601 0.033 0.259
C -0.666 0.799 -0.347 1.554 -0.684 0.124
C 1.686 -0.154 -0.362 -2.132 0.951 0.219
C -0.815 2.009 0.500 -0.119 -0.013 -0.217
F 2.409 0.676 0.445 0.059 -0.080 -0.218
H -0.647 -2.534 0.536 0.047 -0.009 -0.120
H -0.265 -1.983 -1.090 -0.055 -0.054 -0.028
H -2.149 -0.717 -0.433 -0.210 -0.046 0.142
H -1.538 -0.399 1.192 -0.022 -0.030 -0.019
H 1.202 -1.162 1.469 0.034 0.079 -0.112
H 1.787 -2.211 0.177 0.020 -0.037 0.177
H 0.369 0.028 -2.077 0.034 0.014 -0.114
H 0.996 1.579 -1.491 0.018 -0.024 -0.113
H -0.268 1.920 1.446 0.084 -0.035 0.064
H -1.866 2.153 0.755 -0.052 0.100 0.062
H -0.449 2.892 -0.019 -0.007 0.153 0.037
```
Positions in Å, forces in eV/Å.

Output
HOMO energy (spin up / spin down), eV: -7.95 / -7.38
LUMO (spin up / spin down), eV: 0.76 / 0.58
Net charge: 0
Energy above the lowest of the compared OMol25 structures with the same formula, charge and spin, kcal/mol: 57.53
HOMO-LUMO gap (spin up / spin down), eV: 8.705 / 7.966

=====

This record from the OMol25 dataset describes an isolated ion of composition C4H8N and charge +1. The level of theory is wB97M-V/def2-TZVPD.

Structure (XYZ):
```
13
Properties=species:S:1:pos:R:3:forces:R:3
C -1.465 -0.350 0.043 -0.009 -0.059 -0.169
C -0.157 -0.171 -0.394 0.079 -0.113 -0.550
C 0.239 -0.578 -1.793 0.079 0.150 0.259
C 0.573 0.759 1.719 -0.354 0.080 -0.185
N 0.777 0.344 0.387 -0.119 -0.095 0.241
H -2.192 -0.792 -0.637 0.041 0.035 0.110
H -0.229 -1.513 -2.079 -0.074 -0.200 -0.003
H -1.816 -0.086 1.028 -0.016 0.057 0.110
H 1.318 -0.683 -1.841 0.028 -0.012 -0.034
H -0.067 0.175 -2.516 -0.028 0.129 -0.012
H -0.447 0.772 2.090 -0.059 0.042 0.088
H 1.043 1.739 1.821 0.135 0.076 0.049
H 1.179 0.093 2.337 0.296 -0.090 0.095
```
Positions in Å, forces in eV/Å.

Output
HOMO energy, eV: -16.15
LUMO, eV: -8.37
Net charge: +1
Energy above the lowest of the compared OMol25 structures with the same formula, charge and spin, kcal/mol: 57.91
HOMO-LUMO gap, eV: 7.784

=====

This record from the OMol25 dataset describes a 3-piece molecular cluster, C21H29B3F6O9 overall. The level of theory is wB97M-V/def2-TZVPD.

Structure (XYZ):
```
68
Properties=species:S:1:pos:R:3:forces:R:3
C 1.547 -2.924 1.964 -0.474 0.026 0.180
C 0.933 -2.716 0.608 -0.244 -0.037 -0.113
O 0.797 -3.587 -0.209 0.265 0.041 -0.102
O 0.496 -1.447 0.418 0.612 0.112 0.269
C 0.601 -0.912 -0.906 -0.262 0.027 -0.714
C -0.569 0.016 -1.172 -0.072 -0.235 0.456
C -0.622 1.227 -0.215 -0.124 0.232 -0.068
B -2.109 1.594 0.087 -0.069 0.110 0.267
O -2.718 2.759 -0.379 0.163 -0.557 -0.723
B -4.055 2.538 -0.655 -0.132 0.248 0.344
O -4.830 2.063 0.380 0.216 -0.229 -0.204
B -4.163 1.181 1.216 0.018 -0.230 0.042
C -4.766 0.723 2.585 -0.242 -0.115 -0.020
C -6.172 0.091 2.435 -0.072 0.257 -0.021
C -6.360 -0.652 1.136 -0.038 -0.334 -0.057
C -5.461 -1.651 0.746 -0.114 0.215 -0.038
C -5.627 -2.329 -0.456 0.013 0.065 0.110
C -6.705 -2.036 -1.283 -0.130 0.127 0.093
C -7.611 -1.054 -0.900 0.141 0.034 0.182
C -7.432 -0.367 0.297 0.017 -0.116 -0.106
O -2.916 0.716 0.800 0.050 0.402 0.158
H 2.321 -3.682 1.895 0.056 0.053 0.007
H 0.768 -3.309 2.627 0.036 -0.032 -0.012
H 1.905 -1.993 2.394 0.147 -0.015 -0.068
H 0.600 -1.721 -1.636 -0.022 -0.084 0.113
H 1.551 -0.378 -0.997 0.013 0.013 0.203
H -1.471 -0.593 -1.047 -0.006 0.013 -0.101
H -0.534 0.338 -2.213 0.014 0.032 -0.007
H -0.105 2.088 -0.640 0.130 -0.061 0.013
H -0.134 0.969 0.727 0.020 -0.061 -0.002
H -4.477 2.654 -1.760 -0.141 0.327 0.096
H -4.854 1.606 3.226 0.081 -0.049 0.078
H -4.085 0.029 3.080 0.044 0.031 -0.036
H -6.374 -0.571 3.280 0.048 -0.033 -0.021
H -6.927 0.879 2.492 0.019 -0.011 -0.062
H -4.618 -1.881 1.388 0.006 -0.047 -0.047
H -4.910 -3.088 -0.741 -0.016 -0.030 -0.021
H -6.847 -2.571 -2.213 0.044 -0.007 -0.010
H -8.461 -0.807 -1.524 0.034 -0.056 -0.061
H -8.140 0.404 0.580 0.027 0.006 0.009
C 4.797 -5.166 -0.205 0.004 -0.045 0.237
C 5.949 -4.228 -0.481 -0.133 -0.043 -0.348
O 6.507 -3.691 0.740 -0.024 0.025 0.050
C 7.294 -4.500 1.427 0.002 0.087 -0.019
O 7.616 -5.615 1.148 0.025 -0.084 -0.017
C 7.803 -3.770 2.690 -0.043 -0.072 -0.071
F 6.795 -3.195 3.352 -0.003 0.025 0.050
F 8.675 -2.816 2.341 0.026 0.044 0.022
F 8.412 -4.623 3.503 0.034 0.003 0.046
H 4.030 -4.663 0.384 -0.043 0.028 -0.081
H 4.350 -5.495 -1.142 -0.003 0.041 -0.026
H 5.124 -6.046 0.346 0.050 -0.014 -0.049
H 5.614 -3.354 -1.034 0.028 0.064 0.080
H 6.740 -4.710 -1.054 0.051 -0.056 0.114
C 2.140 7.328 -0.653 0.172 -0.114 -0.022
C 1.384 6.783 -1.843 -0.227 0.224 0.111
O 2.218 5.935 -2.666 0.059 0.001 -0.016
C 2.438 4.716 -2.208 -0.019 0.031 -0.087
O 2.016 4.228 -1.203 -0.045 -0.066 0.090
C 3.326 3.941 -3.206 -0.048 0.044 0.086
F 4.398 4.655 -3.556 0.046 -0.013 -0.030
F 2.625 3.663 -4.313 0.006 -0.018 -0.050
F 3.734 2.797 -2.669 0.024 -0.048 -0.017
H 3.032 7.863 -0.980 -0.039 0.057 -0.006
H 1.503 8.016 -0.098 -0.014 0.017 -0.015
H 2.449 6.529 0.019 -0.061 -0.013 0.014
H 1.075 7.585 -2.508 0.051 -0.038 -0.074
H 0.497 6.226 -1.543 0.067 -0.096 0.025
```
Positions in Å, forces in eV/Å.

Output
SMILES string: CC(=O)OCCCB1OBOB(CCc2ccccc2)O1.CCOC(=O)C(F)(F)F.CCOC(=O)C(F)(F)F
HOMO energy, eV: -9.10
LUMO, eV: 0.45
Net charge: 0
HOMO-LUMO gap, eV: 9.547

=====

This record from the OMol25 dataset describes C9H19N3O2Si2 as an isolated structure at a distorted geometry. The level of theory is wB97M-V/def2-TZVPD.

Structure (XYZ):
```
35
Properties=species:S:1:pos:R:3:forces:R:3
N -0.180 1.449 -2.117 -0.066 -1.310 1.836
N -1.475 1.707 -2.234 0.167 -1.461 0.500
N -0.695 -0.276 -0.453 -0.273 0.274 -0.394
O 1.457 0.359 -0.816 -2.480 -0.516 -0.598
O -2.967 -0.822 -0.095 2.081 0.983 0.032
C 0.124 0.486 -1.179 1.857 1.117 0.466
C -2.316 0.931 -1.541 -1.709 2.055 -1.364
C -1.986 -0.051 -0.654 0.115 -0.793 -0.530
C 1.736 3.008 0.524 -0.379 -1.018 -0.872
C 3.963 0.885 0.400 -0.930 -1.132 -0.461
C 2.810 2.323 -2.258 0.717 0.754 0.371
C -1.017 -1.365 2.278 0.197 1.759 -2.558
C -3.757 -2.921 1.717 1.052 3.458 -1.273
C -1.197 -3.240 -0.152 -0.083 1.715 0.216
Si 2.503 1.620 -0.506 0.568 1.302 -0.370
Si -2.210 -1.992 0.886 0.627 -2.678 2.102
H -3.366 1.137 -1.710 0.006 0.106 0.017
H 1.398 2.726 1.531 0.167 0.424 -0.336
H 0.941 3.403 -0.112 -0.557 -0.219 0.303
H 2.427 3.828 0.463 0.706 0.363 0.649
H 4.716 1.613 0.309 1.308 0.949 0.015
H 3.778 0.707 1.443 -0.362 0.277 0.652
H 4.356 -0.080 0.071 -0.094 0.186 -0.519
H 2.085 3.142 -2.503 0.412 -0.965 0.191
H 3.821 2.698 -2.587 -0.852 -0.543 0.639
H 2.575 1.411 -2.798 -0.076 0.183 -0.748
H -1.507 -0.446 2.566 -0.307 0.470 0.695
H -0.026 -0.937 1.841 -1.476 -1.500 0.986
H -1.001 -2.025 3.121 0.396 -0.385 0.342
H -4.416 -2.718 0.850 -0.383 -0.861 0.678
H -4.108 -2.331 2.587 0.063 -0.371 -0.473
H -3.571 -3.923 1.987 0.030 -1.151 -0.035
H -1.689 -4.193 -0.105 -0.082 -0.510 -0.549
H -0.948 -2.824 -1.154 -0.394 -0.775 0.489
H -0.257 -3.284 0.402 0.034 -0.188 -0.097
```
Positions in Å, forces in eV/Å.

Output
HOMO energy, eV: -9.89
LUMO, eV: -0.06
Net charge: 0
HOMO-LUMO gap, eV: 9.832

=====

Number 1: energy -8242.97678 eV. Number 2: energy -402066.47221 eV. Number 3: energy -10151.90785 eV. Number 4: energy -5757.35300 eV. Number 5: energy -59017.69469 eV. Number 6: energy -33963.73773 eV.